P.
Molecular formula: C5H4O2
Method: DFT, ωB97M-V/def2-TZVPD

Cartesian coordinates (Å):
O (2.298, -1.452, 0.208)
C (1.280, -0.830, 0.065)
C (1.134, 0.617, -0.048)
C (-0.088, 1.189, -0.091)
C (-1.274, 0.379, -0.036)
C (-1.117, -0.954, 0.015)
O (0.086, -1.555, 0.001)
H (2.052, 1.194, -0.056)
H (-0.184, 2.270, -0.147)
H (-2.264, 0.817, -0.012)
H (-1.923, -1.675, 0.101)

Properties
Lowest unoccupied orbital energy in eV: 0.19
Charge: 0
Gap between HOMO and LUMO in eV: 9.38

Q.
Molecular formula: C5H4O2
Method: DFT, ωB97M-V/def2-TZVPD

Cartesian coordinates (Å):
O (2.302, -1.518, 0.774)
C (1.734, -0.611, 0.330)
C (1.279, 0.532, -0.186)
C (-0.050, 1.096, -0.038)
C (-1.221, 0.442, 0.066)
C (-1.288, -1.016, -0.034)
O (-0.504, -1.776, 0.503)
H (2.034, 1.084, -0.738)
H (-0.076, 2.185, -0.081)
H (-2.148, 1.006, 0.114)
H (-2.062, -1.424, -0.712)

Properties
Lowest unoccupied orbital energy in eV: 0.33
Charge: 0
Gap between HOMO and LUMO in eV: 9.10

Which of them is the most stable? Correct choice: P.

P.
Molecular formula: C5H4O2
Method: DFT, ωB97M-V/def2-TZVPD

Cartesian coordinates (Å):
O (-1.797, 2.060, -0.081)
C (-1.138, 1.036, -0.166)
O (-1.604, -0.238, -0.479)
C (-0.433, -1.091, -0.272)
C (0.385, -0.439, 0.792)
C (0.317, 0.943, 0.175)
C (0.775, -0.275, -0.651)
H (-0.423, -2.197, -0.336)
H (1.121, -0.930, 1.438)
H (0.998, 1.707, 0.424)
H (1.799, -0.577, -0.844)

Properties
Lowest unoccupied orbital energy in eV: 0.80
Charge: 0
Gap between HOMO and LUMO in eV: 10.69

Q.
Molecular formula: C5H4O2
Method: DFT, ωB97M-V/def2-TZVPD

Cartesian coordinates (Å):
O (1.309, 0.285, -2.401)
C (0.597, 0.141, -1.463)
O (0.966, 1.050, -0.280)
C (0.588, 0.813, 0.917)
C (-0.196, -0.336, 1.226)
C (-0.848, -1.037, 0.130)
C (-0.567, -0.634, -1.145)
H (0.777, 1.632, 1.617)
H (-0.113, -0.779, 2.220)
H (-1.386, -0.153, 1.188)
H (-1.128, -0.982, -2.009)

Properties
Lowest unoccupied orbital energy (alpha / beta) in eV: -0.94 / -0.94
Charge: 0
Gap between HOMO and LUMO (alpha / beta) in eV: 7.31 / 7.31

R.
Molecular formula: C5H4O2
Method: DFT, ωB97M-V/def2-TZVPD

Cartesian coordinates (Å):
O (-1.427, -1.544, 1.847)
C (-0.888, -0.970, 0.964)
C (-0.201, -1.296, -0.238)
C (0.741, -0.427, -0.727)
C (0.807, 0.943, -0.417)
C (-0.198, 1.452, 0.358)
O (-0.881, 0.694, 1.172)
H (-0.433, -2.224, -0.758)
H (1.424, -0.795, -1.483)
H (1.504, 1.587, -0.931)
H (-0.565, 2.476, 0.199)

Properties
Lowest unoccupied orbital energy in eV: 0.04
Charge: 0
Gap between HOMO and LUMO in eV: 8.87

Which of them is the most stable? Correct choice: R.

P.
Molecular formula: C25H16ClN2O4PRhS2
Method: DFT, ωB97M-V/def2-TZVPD

Cartesian coordinates (Å):
Rh (-0.687, 0.156, 0.060)
Cl (-1.445, 1.107, -7.154)
C (-1.245, 1.238, -5.423)
C (-0.595, 2.359, -4.885)
C (-0.428, 2.478, -3.534)
C (-0.879, 1.477, -2.623)
O (-0.668, 1.654, -1.373)
C (-1.564, 0.363, -3.194)
C (-2.216, -0.670, -2.423)
O (-2.221, -0.846, -1.210)
C (-1.729, 0.271, -4.591)
H (-0.226, 3.129, -5.551)
H (0.075, 3.337, -3.109)
H (-2.793, -1.385, -3.034)
H (-2.255, -0.582, -5.003)
O (-2.128, 3.349, 2.239)
C (-1.470, 2.433, 1.775)
O (-1.938, 1.404, 1.163)
C (0.055, 2.465, 2.037)
P (0.948, 1.231, 1.042)
C (1.973, 2.095, -0.193)
C (2.884, 1.391, -0.982)
C (3.612, 2.038, -1.968)
C (3.439, 3.397, -2.188)
C (2.524, 4.102, -1.421)
C (1.793, 3.456, -0.435)
C (2.092, 0.414, 2.191)
C (1.565, -0.134, 3.362)
C (2.386, -0.799, 4.256)
C (3.746, -0.913, 4.000)
C (4.282, -0.341, 2.857)
C (3.459, 0.320, 1.955)
H (0.209, 2.237, 3.092)
H (0.419, 3.477, 1.888)
H (3.013, 0.326, -0.840)
H (4.312, 1.472, -2.569)
H (4.006, 3.901, -2.960)
H (2.365, 5.158, -1.596)
H (1.056, 4.021, 0.114)
H (0.507, -0.060, 3.568)
H (1.957, -1.249, 5.141)
H (4.384, -1.451, 4.688)
H (5.341, -0.420, 2.652)
H (3.895, 0.754, 1.065)
S (-0.723, -1.609, 1.544)
C (0.587, -2.307, 0.676)
S (0.841, -1.419, -0.787)
C (1.357, -3.367, 1.099)
C (2.451, -3.833, 0.316)
N (3.339, -4.210, -0.315)
C (1.123, -3.977, 2.364)
N (0.929, -4.459, 3.394)

Properties
Lowest unoccupied orbital energy in eV: 2.05
Charge: -1
Gap between HOMO and LUMO in eV: 7.46

Q.
Molecular formula: C25H16ClN2O4PRhS2
Method: DFT, ωB97M-V/def2-TZVPD

Cartesian coordinates (Å):
Rh (0.728, -0.252, 0.041)
Cl (-0.338, -7.558, 0.188)
C (-0.318, -5.832, -0.093)
C (-1.353, -5.239, -0.834)
C (-1.353, -3.892, -1.061)
C (-0.330, -3.034, -0.555)
O (-0.398, -1.784, -0.831)
C (0.716, -3.666, 0.174)
C (1.869, -2.978, 0.689)
O (2.138, -1.780, 0.659)
C (0.693, -5.059, 0.392)
H (-2.150, -5.859, -1.224)
H (-2.145, -3.426, -1.633)
H (2.598, -3.632, 1.193)
H (1.500, -5.514, 0.954)
O (-2.114, -0.801, 2.977)
C (-1.380, -0.346, 2.116)
O (-0.191, -0.770, 1.842)
C (-1.930, 0.814, 1.247)
P (-0.709, 1.396, 0.023)
C (-1.647, 1.589, -1.521)
C (-1.906, 2.769, -2.207)
C (-2.611, 2.738, -3.405)
C (-3.063, 1.536, -3.919)
C (-2.820, 0.354, -3.229)
C (-2.113, 0.377, -2.040)
C (-0.091, 2.991, 0.609)
C (0.043, 3.189, 1.984)
C (0.661, 4.330, 2.466)
C (1.169, 5.276, 1.586)
C (1.074, 5.068, 0.220)
C (0.451, 3.928, -0.267)
H (-2.212, 1.625, 1.920)
H (-2.839, 0.494, 0.740)
H (-1.597, 3.721, -1.807)
H (-2.801, 3.664, -3.934)
H (-3.604, 1.516, -4.858)
H (-3.162, -0.592, -3.629)
H (-1.874, -0.555, -1.537)
H (-0.295, 2.438, 2.686)
H (0.766, 4.468, 3.534)
H (1.671, 6.157, 1.966)
H (1.519, 5.770, -0.472)
H (0.472, 3.735, -1.331)
S (1.590, 0.401, -1.996)
C (2.587, 1.524, -1.153)
S (2.460, 1.215, 0.520)
C (3.324, 2.545, -1.723)
C (4.030, 3.481, -0.914)
N (4.602, 4.239, -0.259)
C (3.352, 2.730, -3.135)
N (3.374, 2.878, -4.278)

Properties
Lowest unoccupied orbital energy in eV: 2.17
Charge: -1
Gap between HOMO and LUMO in eV: 7.54

R.
Molecular formula: C25H16ClN2O4PRhS2
Method: DFT, ωB97M-V/def2-TZVPD

Cartesian coordinates (Å):
Rh (-0.204, 0.120, 0.896)
Cl (-1.889, 4.973, 6.479)
C (-1.640, 4.076, 4.994)
C (-1.931, 4.689, 3.761)
C (-1.746, 4.014, 2.590)
C (-1.257, 2.665, 2.554)
O (-1.110, 2.085, 1.434)
C (-0.982, 2.071, 3.824)
C (-0.538, 0.718, 3.981)
O (-0.394, -0.151, 3.122)
C (-1.172, 2.798, 5.019)
H (-2.303, 5.706, 3.753)
H (-1.963, 4.480, 1.637)
H (-0.319, 0.425, 5.023)
H (-0.949, 2.320, 5.966)
O (3.601, 1.927, 1.145)
C (2.660, 1.212, 0.847)
O (1.644, 0.937, 1.589)
C (2.658, 0.536, -0.530)
P (1.093, -0.346, -0.828)
C (0.535, 0.308, -2.431)
C (0.109, -0.398, -3.547)
C (-0.404, 0.275, -4.650)
C (-0.496, 1.656, -4.648)
C (-0.071, 2.371, -3.535)
C (0.435, 1.703, -2.437)
C (1.608, -2.097, -0.835)
C (2.354, -2.440, 0.297)
C (2.749, -3.746, 0.512)
C (2.398, -4.739, -0.396)
C (1.657, -4.409, -1.516)
C (1.264, -3.093, -1.738)
H (3.485, -0.173, -0.567)
H (2.833, 1.281, -1.304)
H (0.142, -1.474, -3.578)
H (-0.752, -0.292, -5.503)
H (-0.908, 2.175, -5.504)
H (-0.154, 3.450, -3.514)
H (0.720, 2.271, -1.557)
H (2.591, -1.682, 1.037)
H (3.313, -3.993, 1.402)
H (2.692, -5.765, -0.221)
H (1.359, -5.177, -2.218)
H (0.661, -2.884, -2.606)
S (-1.969, 0.084, -0.501)
C (-2.084, -1.614, -0.382)
S (-0.993, -2.031, 0.856)
C (-2.839, -2.466, -1.164)
C (-2.774, -3.877, -0.973)
N (-2.710, -5.017, -0.807)
C (-3.672, -1.950, -2.199)
N (-4.340, -1.514, -3.033)

Properties
Lowest unoccupied orbital energy in eV: 1.93
Charge: -1
Gap between HOMO and LUMO in eV: 7.25

Which of them is the most stable? Correct choice: P.

P.
Molecular formula: C2H10NO2
Method: DFT, ωB97M-V/def2-TZVPD

Cartesian coordinates (Å):
C (-1.062, 0.759, -0.212)
O (-0.283, 1.978, -0.288)
C (-0.160, -0.365, -0.813)
N (0.641, 0.181, -1.940)
H (-1.873, 0.927, -0.917)
H (-1.182, 0.590, 0.851)
H (0.023, 2.344, 0.525)
H (0.453, -0.775, -0.014)
H (-0.846, -1.157, -1.116)
H (0.598, 1.208, -1.952)
H (0.230, -0.168, -2.803)
H (1.577, -0.183, -1.875)
H (0.487, -2.825, 3.587)
H (0.513, -1.325, 3.122)
O (0.642, -2.240, 2.844)

Properties
Lowest unoccupied orbital energy in eV: -3.64
Charge: +1
Gap between HOMO and LUMO in eV: 10.89

Q.
Molecular formula: C2H10NO2
Method: DFT, ωB97M-V/def2-TZVPD

Cartesian coordinates (Å):
C (-1.999, -0.444, -1.113)
C (-1.024, 1.705, -1.144)
N (-0.847, 0.457, -0.991)
H (-2.973, -0.081, -1.457)
H (-2.341, -0.743, -0.120)
H (-1.666, -1.361, -1.626)
H (-1.925, 2.150, -1.568)
H (-0.285, 2.387, -0.741)
H (0.054, 0.003, -0.723)
H (2.279, -1.257, -0.582)
H (1.682, -0.688, 0.607)
O (1.459, -0.832, -0.332)
H (1.595, 0.321, 3.301)
H (1.421, -1.261, 3.243)
O (1.812, -0.490, 2.830)

Properties
Lowest unoccupied orbital energy in eV: -4.74
Charge: +1
Gap between HOMO and LUMO in eV: 10.48

Which of them is the most stable? Correct choice: Q.

P.
Molecular formula: C2H10NO2
Method: DFT, ωB97M-V/def2-TZVPD

Cartesian coordinates (Å):
C (-1.195, 1.102, 1.276)
C (-0.425, 0.424, 2.166)
N (0.271, 0.730, -2.413)
H (-0.937, 1.093, 0.204)
H (0.183, -0.259, 1.558)
H (-0.094, 0.549, 3.217)
H (-0.348, 0.181, -2.913)
H (0.705, 0.393, -1.552)
H (0.958, 1.249, -2.964)
H (-0.455, -2.692, -0.270)
H (0.368, -1.320, -0.249)
O (-0.537, -1.791, -0.451)
H (2.349, -0.302, 0.246)
H (-1.853, 1.864, 1.618)
O (1.406, -0.087, 0.120)

Properties
Lowest unoccupied orbital energy in eV: -10.33
Charge: +1
Gap between HOMO and LUMO in eV: 4.29

Q.
Molecular formula: C2H10NO2
Method: DFT, ωB97M-V/def2-TZVPD

Cartesian coordinates (Å):
C (1.339, -0.828, -0.064)
O (0.812, -1.347, 1.164)
C (0.260, -0.232, -0.971)
N (0.217, 1.280, -0.708)
H (2.004, -1.536, -0.567)
H (2.050, -0.099, 0.305)
H (0.691, -2.294, 1.018)
H (0.237, -0.436, -2.035)
H (-0.722, -0.595, -0.539)
H (0.489, 1.993, -1.390)
H (0.697, 1.395, 0.196)
H (-0.803, 1.492, -0.507)
H (-2.925, 0.405, 0.136)
H (-2.302, 0.874, 1.447)
O (-2.137, 0.836, 0.495)

Properties
Lowest unoccupied orbital energy in eV: -3.28
Charge: +1
Gap between HOMO and LUMO in eV: 11.72

Which of them is the most stable? Correct choice: Q.